# C6H12N2

A molecular structure, C6H12N2 at a distorted geometry (ωB97M-V with the def2-TZVPD basis set, the OMol25 dataset).

Last column: Mulliken charge in e.
Cartesian coordinates (Å):
C: 2.399 -0.446 -0.806  -1.077
C: 1.232 0.064 -0.016  1.057
C: 1.244 1.065 1.089  -1.071
C: 0.079 -0.474 -0.454  -0.525
C: -1.354 -0.264 -0.085  0.372
C: -2.031 -1.595 0.253  -1.171
H: 2.985 -0.860 -0.064  0.383
H: 2.003 -1.533 -1.336  0.230
H: 2.913 0.439 -1.686  0.245
H: 2.219 0.910 1.843  0.292
H: 0.232 0.810 1.512  0.377
H: 1.303 2.299 0.870  0.232
H: -0.074 -1.472 -0.918  0.100
H: -3.147 -1.403 0.721  0.317
H: -1.728 -2.007 1.252  0.303
H: -2.245 -2.584 -0.345  0.292
H: -0.560 1.500 -0.564  0.324
H: -1.714 2.752 -0.203  0.303
N: -2.165 0.831 -0.256  -0.440
N: -1.589 1.967 -0.807  -0.542

Values from the calculation:
Total charge = 0
Total energy = -9390.2411 eV
Orbital gap = 8.9 eV
HOMO = -0.3081 Eh